1.
The following is a DFT calculation (wB97M-V/def2-TZVPD) of a structure of composition C34H59BrN7O5PSi2.

Each line ends with the Mulliken charge.
Atoms and positions in Å:
C 4.981 -1.102 -1.198  -1.25
C 3.749 -2.006 -1.273  0.81
O 3.007 -1.768 -2.471  -0.45
C 1.661 -1.382 -2.265  -0.66
C 1.502 0.114 -1.999  -0.78
C 1.879 0.593 -0.591  -1.05
C 1.130 -0.090 0.554  -0.17
C -0.334 0.411 0.699  -0.21
Si -0.501 1.247 2.356  -0.37
C -0.465 0.025 3.767  -0.79
C 0.068 -1.380 3.448  -0.56
C 0.008 -2.420 4.590  1.07
C -0.203 -3.834 4.025  -1.53
C -1.043 -2.123 5.660  -1.57
C 0.976 2.454 2.577  -0.42
O 1.843 2.049 3.658  -0.20
N 3.040 1.528 3.155  0.22
O 3.584 0.862 3.950  -0.37
O -1.914 2.116 2.521  -0.32
Si -2.642 2.975 1.324  0.40
C -1.438 3.901 0.223  -1.17
N -3.619 1.916 0.362  -0.47
P -4.109 4.400 2.353  -0.08
O -3.166 5.666 2.814  -0.41
Br -4.999 5.163 0.415  -0.25
H 5.878 -1.586 -1.575  0.27
H 5.128 -0.749 -0.176  0.31
H 4.768 -0.216 -1.798  0.40
H 3.109 -1.874 -0.399  -0.69
H 4.067 -3.052 -1.283  0.46
H 1.212 -1.992 -1.472  0.27
H 1.131 -1.629 -3.187  0.41
H 2.150 0.630 -2.713  0.39
H 0.472 0.408 -2.230  0.39
H 1.640 1.662 -0.537  0.46
H 2.956 0.523 -0.436  0.37
H 1.694 0.086 1.474  -0.23
H 1.117 -1.172 0.422  0.74
H -1.027 -0.432 0.642  0.38
H -0.559 1.062 -0.150  0.29
H -1.517 -0.062 4.062  0.35
H 0.051 0.459 4.626  0.58
H 1.120 -1.290 3.160  0.03
H -0.448 -1.770 2.566  0.22
H 0.978 -2.434 5.095  0.24
H -1.259 -4.111 3.991  0.27
H 0.327 -4.558 4.646  0.41
H 0.212 -3.933 3.020  0.39
H -1.194 -2.983 6.312  0.45
H -2.006 -1.870 5.206  0.25
H -0.752 -1.260 6.260  0.36
H 1.579 2.552 1.670  0.38
H 0.600 3.448 2.834  0.48
H -0.413 3.956 0.588  0.36
H -1.460 3.487 -0.786  0.33
H -1.798 4.931 0.132  0.49
H -3.417 1.976 -0.629  0.19
H -4.618 2.049 0.466  0.28
H -2.220 5.536 2.666  0.33
N -4.216 -5.408 3.851  0.02
C -4.375 -5.104 5.176  -0.47
C -4.607 -6.273 5.849  -0.40
C -4.581 -7.324 4.891  -0.40
C -4.337 -6.758 3.669  -0.52
H -4.040 -4.739 3.124  0.20
H -4.312 -4.086 5.521  0.38
H -4.773 -6.367 6.909  0.41
H -4.726 -8.375 5.080  0.39
H -4.239 -7.200 2.693  0.38
N 6.949 1.200 -5.708  0.02
C 5.601 1.121 -5.483  -0.68
C 5.342 -0.086 -4.891  -0.10
C 6.586 -0.761 -4.752  -0.51
C 7.557 0.057 -5.263  -0.56
H 7.420 1.975 -6.134  0.18
H 4.944 1.927 -5.763  0.39
H 4.374 -0.449 -4.585  0.45
H 6.746 -1.736 -4.324  0.42
H 8.622 -0.075 -5.347  0.39
N -4.131 6.516 -2.979  0.13
C -4.364 5.499 -3.862  -0.26
C -4.455 6.038 -5.117  -0.33
C -4.266 7.441 -4.984  -0.60
C -4.067 7.702 -3.654  -0.53
H -4.026 6.399 -1.988  0.10
H -4.446 4.481 -3.519  0.26
H -4.638 5.490 -6.027  0.44
H -4.275 8.172 -5.775  0.38
H -3.889 8.628 -3.135  0.38
N 6.649 -2.933 2.551  0.02
C 5.341 -2.543 2.462  -0.83
C 4.670 -3.500 1.748  0.02
C 5.609 -4.506 1.394  -0.90
C 6.821 -4.127 1.905  -0.53
H 7.373 -2.420 3.018  0.19
H 5.001 -1.624 2.911  0.55
H 3.620 -3.480 1.506  0.66
H 5.416 -5.403 0.829  0.40
H 7.786 -4.603 1.864  0.42
N -4.788 1.802 -4.966  0.15
C -6.119 2.117 -4.926  -0.38
C -6.793 1.177 -5.658  -0.53
C -5.830 0.257 -6.158  -0.40
C -4.603 0.670 -5.714  -0.54
H -4.057 2.324 -4.521  0.17
H -6.471 2.979 -4.385  0.36
H -7.857 1.150 -5.819  0.39
H -6.018 -0.606 -6.774  0.39
H -3.620 0.257 -5.865  0.39

E_tot   -5584.8266 hartree
HOMO-LUMO gap   8.21 eV
Total charge   0
LUMO   -0.1 eV

2.
The following is a DFT calculation (wB97M-V/def2-TZVPD) of a structure of composition C34H59ClN2O2SiW in a non-equilibrium geometry.

Each line ends with the Mulliken charge.
Atoms and positions in Å:
O 3.001 1.234 -0.165  0.31
O 3.976 -1.036 -0.193  -0.28
C 3.254 1.818 -1.538  -0.23
C 2.806 3.254 -1.527  -1.39
H 2.670 1.191 -2.220  0.32
H 4.325 1.694 -1.739  0.46
H 1.735 3.340 -1.306  0.25
H 2.975 3.703 -2.511  0.46
H 3.366 3.849 -0.798  0.37
C 3.827 1.851 0.972  -0.39
C 5.298 1.823 0.678  -1.14
H 3.541 1.251 1.839  0.41
H 3.424 2.861 1.081  0.51
H 5.646 0.827 0.374  0.14
H 5.847 2.099 1.585  0.47
H 5.570 2.552 -0.093  0.33
C 3.869 -1.876 0.991  0.08
C 4.372 -1.696 -1.421  -0.03
C 5.097 -1.760 1.853  -1.35
H 3.702 -2.911 0.661  0.43
H 2.973 -1.530 1.522  -0.10
H 5.994 -2.120 1.337  0.31
H 4.958 -2.375 2.747  0.46
H 5.263 -0.727 2.177  0.26
C 5.853 -1.991 -1.460  -1.45
H 4.078 -1.014 -2.228  0.29
H 3.786 -2.622 -1.513  0.15
H 6.455 -1.123 -1.169  0.29
H 6.123 -2.258 -2.485  0.44
H 6.118 -2.840 -0.822  0.38
H 3.233 0.199 -0.184  0.33
N -2.618 1.211 -0.622  0.44
C -3.745 0.491 -0.840  1.22
C -3.888 -0.818 -0.350  -1.38
C -3.188 -1.529 0.629  0.88
C -4.741 1.126 -1.756  -1.48
H -4.356 1.237 -2.784  0.30
H -5.061 2.117 -1.403  0.30
H -5.634 0.492 -1.800  0.59
C -3.505 -2.941 0.984  -1.39
H -3.828 -3.046 2.035  0.32
H -2.641 -3.611 0.827  0.21
H -4.323 -3.303 0.344  0.56
N -2.186 -0.970 1.405  2.15
C -2.509 2.562 -1.123  -1.06
C -1.864 2.779 -2.353  1.18
C -1.345 1.662 -3.203  -1.01
C -1.718 4.095 -2.794  -0.79
H -1.214 4.274 -3.746  0.60
C -2.222 5.154 -2.041  -0.96
H -2.125 6.178 -2.408  0.49
C -2.863 4.916 -0.825  -0.99
H -3.256 5.739 -0.226  0.57
C -3.041 3.613 -0.358  1.07
C -3.736 3.373 0.947  -1.08
C -2.021 -1.380 2.779  -0.93
C -1.041 -2.319 3.131  0.55
C -0.208 -3.036 2.111  -0.74
C -0.856 -2.589 4.487  -1.14
H -0.097 -3.321 4.767  0.59
C -1.615 -1.930 5.449  -1.00
H -1.452 -2.150 6.502  0.49
C -2.583 -1.002 5.078  -1.14
H -3.184 -0.475 5.818  0.53
C -2.818 -0.732 3.730  1.31
C -3.886 0.230 3.302  -0.91
W -1.153 0.342 0.439  -0.17
H -0.244 1.641 -3.219  0.27
H -1.668 1.798 -4.247  0.58
H -1.696 0.672 -2.887  -0.43
H -4.345 2.460 0.956  0.23
H -4.420 4.212 1.146  0.61
H -3.035 3.323 1.792  0.23
H 0.782 -3.270 2.539  0.52
H -0.020 -2.449 1.197  -0.19
H -0.659 -3.998 1.814  0.44
H -3.512 1.049 2.665  -0.05
H -4.318 0.701 4.196  0.57
H -4.709 -0.268 2.760  0.30
H -4.725 -1.370 -0.800  0.49
C 0.189 -0.557 -0.830  0.39
Si -0.264 -1.941 -2.086  0.06
H 0.609 0.288 -1.407  -0.10
H 1.012 -0.950 -0.211  0.02
C 0.779 -1.611 -3.601  -1.01
C -2.021 -2.128 -2.709  -1.08
C 0.230 -3.584 -1.346  -0.92
H 1.200 -3.524 -0.835  0.16
H 0.328 -4.317 -2.160  0.49
H -0.515 -3.973 -0.639  0.32
H 0.692 -0.568 -3.936  0.33
H 0.427 -2.261 -4.415  0.43
H 1.835 -1.838 -3.410  0.27
H -2.524 -1.192 -2.980  0.29
H -2.667 -2.670 -2.007  0.34
H -1.976 -2.732 -3.632  0.60
Cl 0.656 0.180 2.150  -0.16
C -0.746 1.929 1.636  -0.61
H -1.232 2.123 2.595  0.76
H -0.055 2.718 1.331  0.54

E_tot   -2406.0987 hartree
HOMO-LUMO gap (alpha / beta)   4.22 / 4.22 eV
Total charge   +4
LUMO (alpha / beta)   -15.1 / -15.1 eV

3.
The following is a DFT calculation (wB97M-V/def2-TZVPD) of a structure of composition C34H60Br2F3NO9PS.

Each line ends with the Mulliken charge.
Atoms and positions in Å:
C 4.345 -3.112 3.542  -1.59
C 3.619 -2.016 2.782  0.19
O 4.512 -1.431 1.819  -0.39
P 3.917 -0.811 0.481  0.79
O 2.934 -1.677 -0.205  -0.77
C 3.241 0.815 0.894  -0.09
C 1.734 0.751 1.199  -1.01
C 0.849 0.388 0.018  0.40
C -0.367 -0.482 0.293  -1.32
C -1.082 -0.460 -1.061  1.36
C -2.569 -0.841 -0.999  -2.14
C -3.083 -1.641 -2.196  -0.12
C -2.278 -2.860 -2.580  0.41
C -2.356 -3.337 -3.881  -0.37
C -1.653 -4.464 -4.269  -0.65
C -0.845 -5.125 -3.357  -0.46
C -0.761 -4.664 -2.060  -0.89
C -1.478 -3.543 -1.671  0.08
C -0.847 0.987 -1.408  -0.06
S -1.872 1.866 -2.549  -0.22
N 0.151 1.496 -0.765  0.30
C 0.550 2.907 -0.824  -1.52
C 1.897 3.094 -1.535  -1.13
C 2.781 4.217 -0.993  0.54
F 2.196 5.406 -1.353  -0.34
Br 2.909 4.259 0.935  -0.05
C 4.221 4.173 -1.693  0.64
F 4.339 5.258 -2.478  -0.24
F 4.268 3.081 -2.507  -0.24
Br 5.744 4.081 -0.523  -0.08
O 5.218 -0.419 -0.322  -0.15
C 6.022 -1.468 -0.924  -0.35
C 6.692 -0.925 -2.171  -1.13
H 3.778 -3.384 4.434  0.36
H 4.446 -4.005 2.922  0.43
H 5.343 -2.778 3.830  0.33
H 3.278 -1.254 3.489  0.12
H 2.745 -2.446 2.287  0.35
H 3.783 1.191 1.765  0.57
H 3.493 1.484 0.073  -0.43
H 1.410 1.689 1.661  0.48
H 1.569 -0.019 1.956  0.42
H 1.432 -0.153 -0.734  0.32
H -0.109 -1.470 0.668  0.32
H -1.028 0.048 0.993  0.35
H -0.525 -1.053 -1.800  0.41
H -2.732 -1.393 -0.068  0.38
H -3.180 0.064 -0.921  0.83
H -4.105 -1.963 -1.965  0.55
H -3.174 -0.976 -3.060  -0.30
H -2.982 -2.818 -4.598  0.41
H -1.735 -4.831 -5.283  0.41
H -0.287 -6.000 -3.665  0.39
H -0.138 -5.178 -1.340  0.40
H -1.412 -3.206 -0.642  0.31
H -1.082 1.670 -3.615  0.24
H -0.239 3.410 -1.379  0.57
H 0.549 3.311 0.187  0.55
H 1.699 3.387 -2.571  0.47
H 2.435 2.152 -1.588  0.72
H 6.755 -1.778 -0.176  0.29
H 5.381 -2.318 -1.163  0.42
H 5.994 -0.265 -2.693  0.27
H 6.950 -1.735 -2.850  0.35
H 7.574 -0.334 -1.928  0.31
C -6.267 2.790 -3.529  -0.76
O -5.785 2.382 -4.790  -0.40
C -4.710 1.475 -4.768  0.17
C -4.930 0.245 -5.623  -0.46
O -5.941 -0.628 -5.170  -0.36
C -7.303 -0.253 -5.305  -0.31
C -7.831 -0.223 -6.721  -0.51
O -7.255 0.815 -7.488  -0.33
C -6.830 0.452 -8.783  -0.77
H -5.682 3.625 -3.128  0.29
H -7.296 3.120 -3.660  0.27
H -6.256 1.965 -2.809  0.32
H -4.488 1.157 -3.742  -0.15
H -3.818 1.983 -5.169  0.40
H -4.009 -0.344 -5.548  0.39
H -5.054 0.517 -6.673  0.12
H -7.517 0.687 -4.792  0.10
H -7.852 -1.042 -4.786  0.37
H -8.915 -0.064 -6.658  0.40
H -7.664 -1.196 -7.195  0.32
H -6.430 -0.567 -8.805  0.36
H -6.040 1.143 -9.078  0.24
H -7.645 0.527 -9.509  0.30
C 4.007 0.503 5.650  -0.86
O 3.173 -0.256 6.489  -0.27
C 3.758 -0.690 7.706  -0.60
C 2.910 -0.359 8.913  -0.30
O 2.778 1.017 9.203  -0.43
C 1.980 1.841 8.379  -0.17
C 0.490 1.595 8.454  -0.54
O 0.112 0.351 7.893  -0.27
C -0.776 -0.420 8.672  -0.81
H 4.620 -0.146 5.012  0.34
H 3.361 1.115 5.017  0.15
H 4.668 1.171 6.210  0.51
H 4.756 -0.257 7.831  0.39
H 3.867 -1.781 7.673  0.34
H 3.440 -0.770 9.777  0.41
H 1.941 -0.861 8.857  0.10
H 2.321 1.836 7.340  -0.01
H 2.142 2.849 8.770  0.40
H -0.002 2.401 7.894  0.37
H 0.163 1.667 9.496  0.35
H -0.574 -0.308 9.742  0.38
H -0.634 -1.465 8.401  0.24
H -1.819 -0.147 8.481  0.30

E_tot   -8250.3286 hartree
HOMO-LUMO gap   6.99 eV
Total charge   +1
LUMO   -3.7 eV

4.
The following is a DFT calculation (wB97M-V/def2-TZVPD) of a structure of composition C34H60Br2FINO7 in a non-equilibrium geometry.

Each line ends with the Mulliken charge.
Atoms and positions in Å:
C 5.333 -0.607 3.852  -1.10
C 5.345 -0.043 2.284  0.32
C 6.875 -0.199 1.644  -0.72
C 6.818 -0.534 0.028  -0.40
C 7.482 0.635 -0.919  -0.83
C 6.738 2.100 -0.798  -0.44
C 5.396 2.217 -1.789  -0.59
C 4.103 2.502 -0.798  0.63
C 3.867 4.114 -0.479  -0.74
C 2.404 4.299 0.265  -0.25
C 2.313 3.482 1.722  -0.16
C 0.892 2.635 1.880  -0.86
C 1.012 1.072 1.320  0.38
C -0.238 0.904 0.220  0.64
C -0.196 -0.529 -0.551  -1.58
C -1.426 -0.991 -1.478  1.01
C -0.715 -1.759 -2.773  -0.83
C -1.252 -3.330 -2.978  0.41
O -2.214 -3.711 -3.813  -0.52
O -0.564 -4.442 -2.237  -0.23
C 0.655 -4.815 -3.029  0.57
C 2.202 -4.686 -2.417  -0.86
O 0.589 -5.321 -4.284  -0.48
O -1.944 -2.201 -0.743  -0.54
C -3.433 -2.347 -0.608  -0.12
C -4.055 -3.383 0.461  -0.85
Br -5.716 -2.865 1.425  0.00
C -2.958 -3.978 1.579  0.05
C -2.495 -5.517 1.113  -0.96
Br -3.832 -4.247 3.399  -0.08
C -3.783 -0.719 -0.615  0.79
C -3.798 -0.002 0.855  0.02
C -2.805 -0.643 1.995  0.77
C -2.355 0.492 3.139  0.38
O -3.135 1.533 3.495  -0.57
O -1.067 0.317 3.829  -0.50
O -4.959 -0.719 -1.487  -0.19
C -6.157 -0.093 -0.982  -0.63
C -6.159 1.571 -0.995  0.08
C -7.351 2.048 0.049  -0.52
C -6.700 2.748 1.415  -0.74
N -2.724 -0.236 -1.655  -0.39
I -3.677 -0.585 -3.525  0.41
C -2.685 1.289 -1.899  -0.14
C -1.556 1.782 -2.963  0.00
F -2.209 2.475 -4.136  -0.37
H 6.242 -0.156 4.439  0.29
H 5.356 -1.791 3.852  0.30
H 4.313 -0.291 4.379  0.28
H 5.138 1.111 2.353  -0.12
H 4.523 -0.582 1.607  0.08
H 7.401 -1.107 2.210  0.33
H 7.498 0.761 1.908  0.36
H 7.476 -1.515 -0.133  0.31
H 5.717 -0.772 -0.288  0.16
H 7.378 0.288 -2.056  0.33
H 8.630 0.794 -0.672  0.29
H 6.473 2.274 0.335  0.21
H 7.435 3.012 -1.121  0.36
H 5.505 3.105 -2.560  0.32
H 5.194 1.191 -2.328  0.28
H 3.100 2.094 -1.259  -0.02
H 4.318 1.930 0.200  -0.53
H 4.748 4.601 0.138  0.24
H 3.862 4.653 -1.525  0.35
H 1.507 3.914 -0.395  -0.05
H 2.254 5.467 0.402  0.31
H 2.399 4.344 2.544  0.38
H 3.274 2.799 1.903  -0.15
H 0.575 2.687 3.004  0.36
H 0.091 3.266 1.263  0.22
H 0.984 0.268 2.169  0.29
H 2.055 1.029 0.741  -0.12
H -1.262 1.227 0.673  -0.38
H 0.011 1.730 -0.609  -0.23
H -0.072 -1.349 0.312  -0.02
H 0.882 -0.522 -1.070  0.38
H -0.735 -1.136 -3.767  0.36
H 0.453 -1.954 -2.598  0.31
H 2.851 -5.651 -2.631  0.33
H 2.796 -3.778 -2.886  0.26
H 2.176 -4.567 -1.236  0.27
H -3.651 -2.917 -1.636  0.26
H -4.359 -4.377 -0.133  0.57
H -1.986 -3.329 1.630  0.13
H -1.993 -6.026 2.043  0.40
H -3.517 -6.104 0.918  0.34
H -1.834 -5.510 0.145  0.18
H -4.858 -0.035 1.411  0.31
H -3.545 1.165 0.836  0.15
H -3.439 -1.439 2.619  0.28
H -1.817 -1.115 1.612  -0.67
H -0.654 -0.488 3.393  0.36
H -6.531 -0.404 0.079  0.11
H -7.044 -0.388 -1.726  0.29
H -5.117 1.978 -0.643  -0.14
H -6.471 1.904 -2.078  0.38
H -8.033 2.867 -0.477  0.33
H -8.020 1.165 0.438  0.25
H -7.010 2.183 2.396  0.23
H -5.518 2.752 1.376  0.14
H -7.013 3.889 1.527  0.28
H -2.559 1.920 -0.930  0.47
H -3.740 1.592 -2.367  0.56
H -0.780 0.988 -3.315  0.09
H -0.925 2.644 -2.430  0.10

E_tot   -7457.4929 hartree
HOMO-LUMO gap   7.45 eV
Total charge   +1
LUMO   -4.7 eV

Among the records above, which one has the lowest E_tot? C34H60Br2F3NO9PS